Density functional theory data (ωB97M-V/def2-TZVPD) for one molecule with the formula C6H12O.

## Properties
* energy: -8462.774 eV
* relative energy (zero: lowest compared OMol25 entry of this formula, charge and spin): 1.580 eV
* HOMO-LUMO gap: 10.7 eV
* highest occupied orbital energy: -9.611 eV
* E_LUMO: 1.06 eV

Geometry as ORCA input:
```
! wB97M-V def2-TZVPD RIJCOSX def2/J DEFGRID3
* xyz 0 1
C 2.702 0.248 -0.156
O 1.510 0.771 0.367
C 0.583 -0.200 0.818
C -0.741 -0.031 0.104
C -1.240 1.397 0.088
C -1.035 -0.897 -1.089
C -1.730 -1.155 0.222
H 2.521 -0.391 -1.034
H 3.256 -0.339 0.592
H 3.321 1.099 -0.459
H 0.969 -1.219 0.658
H 0.444 -0.057 1.902
H -0.515 2.035 -0.427
H -1.365 1.786 1.106
H -2.203 1.477 -0.427
H -0.283 -1.611 -1.414
H -1.618 -0.463 -1.899
H -1.442 -2.042 0.784
H -2.783 -0.901 0.307
*
```

Density functional theory data (ωB97M-V/def2-TZVPD) for C29H49Cl3CoN3O3Si as an isolated structure.

## Properties
* energy: -124552.932 eV
* relative energy (zero: lowest compared OMol25 entry of this formula, charge and spin): 3.165 eV
* HOMO-LUMO gap (spin up / spin down): 6.0 / 6.0 eV
* highest occupied orbital energy (spin up / spin down): -3.679 / -3.678 eV
* E_LUMO (spin up / spin down): 2.27 / 2.27 eV

Geometry as ORCA input:
```
! wB97M-V def2-TZVPD RIJCOSX def2/J DEFGRID3
* xyz -1 4
C -3.652 0.846 -2.309
C -3.417 1.545 -1.010
H -4.242 -0.081 -2.202
H -2.678 0.590 -2.769
H -4.231 1.505 -2.974
C -4.299 2.363 -0.410
C -5.769 2.325 -0.687
H -3.968 3.148 0.285
H -6.156 1.292 -0.707
H -5.992 2.776 -1.664
H -6.336 2.873 0.073
Co 2.373 -0.714 -1.688
Cl 2.931 -0.176 -3.752
Cl 1.271 -3.318 0.378
H 5.460 -3.180 1.500
H 6.297 -4.846 -0.917
C 4.513 -3.380 0.981
C 5.216 -4.710 -1.048
N 4.758 -3.457 -0.462
H 3.800 -2.572 1.198
C 4.607 -2.395 -1.246
O 4.059 -1.329 -0.830
H 5.014 -4.678 -2.122
H 4.962 -2.474 -2.290
H 4.126 -4.352 1.309
H 4.698 -5.560 -0.591
H -5.363 -1.159 0.966
H -4.410 1.141 1.900
C -4.358 -1.525 1.200
C -4.540 0.421 2.722
N -3.891 -0.838 2.396
H -3.696 -1.268 0.356
C -2.629 -1.061 2.873
O -1.885 -1.990 2.598
H -4.069 0.817 3.627
H -2.304 -0.250 3.570
H -4.371 -2.613 1.335
H -5.612 0.261 2.903
O -2.147 0.006 0.338
C -2.071 1.145 -0.326
C -0.909 2.329 1.714
C -1.394 2.364 0.407
H -0.861 1.369 2.237
C -0.466 3.503 2.321
H -1.385 0.975 -1.190
C -1.254 3.538 -0.325
H -0.103 3.466 3.349
C -0.505 4.720 1.638
C -0.845 4.724 0.279
H -1.516 3.484 -1.386
H -0.263 5.651 2.144
H -0.815 5.637 -0.305
Si -0.355 -3.330 -1.140
Cl 0.240 -1.008 -1.719
C -1.464 -3.933 0.277
C 0.916 -4.190 -2.301
C -1.758 -3.722 -2.456
H -1.746 -3.118 0.953
H -0.921 -4.681 0.876
H -2.366 -4.415 -0.119
H -2.769 -3.483 -2.090
H -1.700 -4.809 -2.634
H -1.574 -3.212 -3.414
H 1.505 -3.465 -2.877
H 0.430 -4.824 -3.046
H 1.650 -4.816 -1.777
C 2.574 3.984 0.231
N 2.420 2.923 -0.806
C 2.386 3.457 -2.196
C 3.483 1.851 -0.601
C 3.048 1.038 0.565
C 3.459 1.301 1.881
C 2.738 0.728 2.929
C 1.606 -0.039 2.650
C 1.267 -0.340 1.305
C 2.094 0.072 0.288
H 3.629 4.290 0.249
H 2.289 3.575 1.202
H 1.929 4.837 -0.009
H 1.493 2.482 -0.642
H 3.382 3.856 -2.434
H 2.135 2.632 -2.876
H 1.626 4.250 -2.255
H 3.549 1.280 -1.543
H 4.421 2.395 -0.432
H 4.325 1.956 2.062
H 3.057 0.890 3.963
H 0.947 -0.390 3.453
H 0.364 -0.913 1.094
*
```

| no. | strongest force on any atom (hartree/bohr) |
| --- | --- |
| 1 | 0.00590 |
| 2 | 0.06396 |